{
  "formula": "C5H6O",
  "method": "the ωB97M-V functional and the def2-TZVPD basis",
  "symbols": ["C", "C", "C", "C", "C", "H", "H", "H", "H", "H", "H", "O"],
  "xyz": [[-0.4751, 0.6477, -1.5010], [-0.3774, -0.4866, 0.6944], [-0.8020, -0.9711, 1.9028], [0.9974, -0.1150, 0.4156], [2.0447, 0.2828, -0.2115], [-0.2780, 1.6359, -1.2428], [-1.2969, 0.6446, -2.3166], [0.2918, -0.1385, -1.7438], [0.0184, -1.2160, 2.7112], [-1.9512, -0.6850, 2.1084], [2.9862, 0.4011, -0.4917], [-1.1578, 0.0003, -0.3250]],
  "mulliken_charge": [-0.65, 0.52, -0.77, -0.14, -0.38, 0.31, 0.16, 0.36, 0.27, 0.23, 0.46, -0.38],
  "orbital_gap_ev": 9.4,
  "homo_energy_ev": -8.58,
  "e_above_lowest_kcal_mol": 106.51
}

{
  "formula": "C4H14NOS2",
  "method": "the ωB97M-V functional and the def2-TZVPD basis",
  "symbols": ["N", "C", "C", "S", "S", "C", "C", "H", "H", "H", "H", "H", "H", "H", "H", "H", "H", "H", "H", "H", "H", "O"],
  "xyz": [[-2.4147, -2.2561, 0.4522], [-1.6297, -2.0141, -0.7877], [-0.9557, -0.6343, -0.8693], [0.6145, -0.5185, 0.0302], [0.9600, 1.3564, 0.2702], [1.3662, 1.8870, -1.4223], [2.7312, 2.5964, -1.5204], [-1.8603, -2.3861, 1.3391], [-3.0676, -1.5152, 0.6331], [-3.0103, -3.0136, 0.3563], [-2.2919, -2.3082, -1.7027], [-0.9470, -2.8527, -1.1213], [-1.7554, 0.2066, -0.7289], [-0.6845, -0.4324, -1.9332], [1.2442, 0.9898, -2.0722], [0.3951, 2.5652, -1.6931], [3.4200, 1.8077, -1.8448], [3.0125, 2.8522, -0.4535], [2.7802, 3.5091, -1.8846], [-1.8485, -0.8984, 3.9276], [-0.8548, -0.1079, 2.9236], [-1.4866, -0.8801, 2.9850]],
  "mulliken_charge": [-0.18, -0.92, -0.47, -0.09, -0.08, -0.22, -1.08, 0.36, 0.34, 0.34, 0.36, 0.38, 0.39, 0.38, 0.22, 0.30, 0.26, 0.30, 0.40, 0.32, 0.31, -0.61],
  "charge": 1,
  "orbital_gap_ev": 8.6,
  "homo_energy_ev": -11.90,
  "e_above_lowest_kcal_mol": 48.34
}

{
  "formula": "CH5N3S",
  "method": "the ωB97M-V functional and the def2-TZVPD basis",
  "symbols": ["C", "H", "H", "H", "H", "H", "N", "N", "N", "S"],
  "xyz": [[0.0545, 0.0365, 0.0069], [-1.7622, 0.2363, -2.4405], [-0.2089, 0.9273, -2.0509], [0.4577, 0.9838, -0.3418], [-0.3557, -1.3391, 1.3471], [1.5405, 0.3502, 2.9790], [-0.8537, 0.1545, -1.9661], [-0.8939, -0.3555, -0.7154], [0.2526, -0.4581, 1.2236], [1.7691, -0.5358, 1.9580]],
  "mulliken_charge": [-0.08, 0.22, 0.21, 0.26, 0.34, 0.13, -0.32, -0.35, -0.25, -0.17],
  "orbital_gap_ev": 8.6,
  "homo_energy_ev": -7.74,
  "e_above_lowest_kcal_mol": 43.76
}

{
  "formula": "C22H66O17",
  "method": "the ωB97M-V functional and the def2-TZVPD basis",
  "symbols": ["C", "C", "O", "H", "H", "H", "H", "H", "H", "C", "C", "O", "H", "H", "H", "H", "H", "H", "C", "C", "O", "H", "H", "H", "H", "H", "H", "C", "C", "O", "H", "H", "H", "H", "H", "H", "C", "C", "O", "H", "H", "H", "H", "H", "H", "C", "C", "O", "O", "H", "H", "H", "H", "H", "H", "C", "C", "O", "O", "H", "H", "H", "H", "H", "H", "C", "C", "O", "O", "H", "H", "H", "H", "H", "H", "C", "C", "O", "O", "H", "H", "H", "H", "H", "H", "C", "C", "O", "O", "H", "H", "H", "H", "H", "H", "C", "C", "O", "O", "H", "H", "H", "H", "H", "H"],
  "xyz": [[-4.7301, 2.0062, -4.6916], [-3.7801, 0.8669, -4.7430], [-3.3266, 0.5312, -3.4697], [-5.0138, 2.3040, -5.7010], [-4.2195, 2.8675, -4.2609], [-5.6842, 1.7095, -4.2559], [-2.9503, 1.1758, -5.3788], [-4.1495, -0.0615, -5.1783], [-2.9368, 1.3181, -3.0820], [-0.4801, -6.0688, -0.2626], [-0.3441, -4.6404, 0.3643], [0.2275, -3.7762, -0.6048], [-0.9448, -6.8661, 0.3174], [0.5164, -6.4074, -0.5462], [-1.0092, -6.0397, -1.2151], [0.2899, -4.7042, 1.2486], [-1.2906, -4.2816, 0.7687], [1.1820, -3.8716, -0.5672], [1.3923, 2.5450, 6.4302], [0.9397, 1.0792, 6.0927], [1.9435, 0.4284, 5.3432], [1.9926, 2.9355, 5.6084], [1.8352, 2.7037, 7.4135], [0.5103, 3.1766, 6.5370], [-0.0150, 0.9995, 5.5727], [0.8693, 0.4124, 6.9520], [1.7373, 0.6969, 4.4448], [-0.2934, 2.6328, 3.1533], [-1.6183, 3.1827, 2.6258], [-1.3511, 4.4386, 2.0631], [-0.4056, 1.6363, 3.5803], [0.0923, 3.2752, 3.9449], [0.3985, 2.5807, 2.3126], [-2.4117, 3.2968, 3.3644], [-2.0528, 2.5398, 1.8603], [-0.7479, 4.3683, 1.3196], [3.8914, 2.7953, 2.9596], [3.2139, 1.7902, 1.9727], [2.3720, 0.8918, 2.6521], [4.4922, 3.5293, 2.4225], [4.5889, 2.2663, 3.6092], [3.1583, 3.2650, 3.6154], [3.9121, 1.3555, 1.2574], [2.4766, 2.2649, 1.3254], [2.9012, 0.1448, 2.9411], [3.3359, -3.1406, -0.7529], [3.4994, -1.6699, -0.1540], [4.7480, -1.4359, 0.5196], [2.9430, -4.0800, 0.2369], [4.2375, -3.6178, -1.1369], [2.6005, -3.0344, -1.5505], [2.6901, -1.4515, 0.5428], [3.4164, -0.9090, -0.9300], [5.4576, -1.4850, -0.1250], [3.7131, -4.5920, 0.4943], [-2.2039, -3.0075, -4.5778], [-1.4408, -2.8339, -3.2579], [-0.2182, -3.5974, -3.2607], [-2.9256, -4.2461, -4.4651], [-1.5960, -2.9858, -5.4823], [-2.8621, -2.1437, -4.6712], [-1.9605, -3.0639, -2.3277], [-1.0938, -1.8112, -3.1104], [-0.0800, -3.7342, -2.3206], [-2.4755, -4.9690, -4.9083], [-1.7185, -2.5566, 3.7203], [-3.1971, -3.0744, 3.4723], [-4.0718, -2.8944, 4.6229], [-1.6623, -1.1713, 3.9140], [-1.0680, -2.8356, 2.8915], [-1.2563, -2.9711, 4.6162], [-3.0947, -4.1341, 3.2384], [-3.7286, -2.5949, 2.6503], [-4.8586, -3.4164, 4.4497], [-1.1125, -0.8014, 3.2194], [-0.3720, -0.6928, 0.5224], [-0.5856, 0.5381, -0.4778], [0.6464, 1.0685, -0.9305], [-0.0655, -0.2164, 1.8337], [0.3746, -1.3990, 0.1591], [-1.3340, -1.2048, 0.5451], [-1.1187, 1.3456, 0.0241], [-1.1856, 0.3008, -1.3563], [0.8935, 0.6350, -1.7507], [0.6650, 0.3829, 1.6640], [0.3220, 0.4241, -5.0850], [1.5881, 0.8122, -4.2565], [1.7937, -0.2573, -3.2073], [0.5783, -0.8092, -5.7587], [0.2063, 1.2388, -5.7998], [-0.6001, 0.4164, -4.5039], [1.4541, 1.7825, -3.7784], [2.4971, 0.8258, -4.8578], [1.7951, -1.0942, -3.6776], [-0.1307, -0.9558, -6.3892], [0.7979, 4.7287, -0.9520], [-0.0900, 6.0089, -1.0486], [0.3600, 7.0178, -0.1901], [0.4000, 3.7396, -0.0491], [1.8348, 5.0467, -0.8442], [0.7315, 4.2765, -1.9416], [-1.1642, 5.9155, -0.8889], [0.1246, 6.4651, -2.0150], [-0.2631, 7.7445, -0.2628], [0.6514, 2.8822, -0.4004]],
  "mulliken_charge": [-1.26, -0.14, -0.39, 0.37, 0.39, 0.29, 0.15, 0.38, 0.22, -1.30, -0.14, -0.29, 0.42, 0.29, 0.30, 0.30, 0.23, -0.14, -0.89, 0.09, -0.57, 0.08, 0.33, 0.35, 0.08, 0.38, 0.25, 1.09, -0.50, -0.62, -0.50, 0.18, -0.59, 0.39, 0.15, 0.35, -1.15, 0.17, -0.17, 0.44, 0.34, 0.14, 0.32, -0.18, 0.29, -0.31, 0.10, -0.58, -0.55, 0.68, -0.07, -0.11, 0.29, 0.32, 0.29, -0.29, 0.62, -0.60, -0.57, 0.30, -0.11, 0.35, -0.38, 0.50, 0.34, -0.05, -0.49, -0.53, -0.59, -0.04, 0.37, 0.37, 0.28, 0.29, 0.42, 0.47, -0.05, -0.35, -0.25, -0.35, 0.44, -0.08, 0.17, -0.06, -0.22, 0.22, -0.65, -0.48, -0.59, 0.49, -0.16, 0.26, 0.38, 0.28, 0.31, -0.09, -0.71, -0.52, -0.26, 0.32, 0.12, 0.38, 0.40, 0.31, 0.08],
  "orbital_gap_ev": 9.3,
  "homo_energy_ev": -9.23,
  "e_above_lowest_kcal_mol": 53.10
}

{
  "formula": "C13H30ClN5Si2",
  "method": "the ωB97M-V functional and the def2-TZVPD basis",
  "symbols": ["C", "C", "N", "N", "C", "N", "N", "C", "C", "C", "C", "Cl", "H", "H", "H", "H", "H", "H", "H", "H", "H", "H", "H", "H", "C", "Si", "C", "C", "N", "Si", "C", "C", "C", "H", "H", "H", "H", "H", "H", "H", "H", "H", "H", "H", "H", "H", "H", "H", "H", "H", "H"],
  "xyz": [[0.4316, -2.0288, 3.5704], [0.0006, -0.9930, 2.8645], [0.5410, 0.3182, 3.0446], [1.8501, 0.6082, 2.8011], [2.0227, 1.9071, 3.0727], [3.1955, 2.5489, 2.9323], [0.8804, 2.4429, 3.5036], [-0.0189, 1.4585, 3.4672], [-1.4384, 1.6273, 3.8827], [-2.4931, 1.0392, 2.9121], [-3.5371, 0.2479, 3.6928], [-4.5300, -0.7618, 2.6272], [-0.1906, -2.8973, 3.7330], [1.4122, -2.0372, 4.0353], [-0.6846, -1.1372, 2.0395], [2.4909, -0.0932, 2.4636], [3.8183, 2.3504, 2.1707], [3.4341, 3.2733, 3.5837], [-1.5388, 1.1804, 4.8761], [-1.5893, 2.6985, 3.9733], [-3.0071, 1.8798, 2.4511], [-2.0639, 0.4268, 2.1280], [-3.0568, -0.4124, 4.4151], [-4.1807, 0.9232, 4.2532], [0.9674, -3.7027, -3.2391], [0.4428, -1.9128, -3.5647], [-1.3514, -1.9963, -4.1814], [1.4909, -1.3160, -5.0306], [0.6452, -1.0154, -2.1709], [0.3431, 0.5857, -1.8982], [-1.4713, 1.1170, -2.0769], [1.3709, 1.8062, -2.9237], [0.7897, 0.9259, -0.0794], [0.8513, -4.3313, -4.1280], [2.0161, -3.7383, -2.9339], [0.3611, -4.1340, -2.4386], [-1.4731, -2.7618, -4.9554], [-1.6748, -1.0450, -4.6129], [-2.0220, -2.2449, -3.3554], [2.5255, -1.1619, -4.7153], [1.1126, -0.3752, -5.4401], [1.4922, -2.0475, -5.8459], [-1.7666, 1.1531, -3.1278], [-1.6544, 2.1134, -1.6553], [-2.1245, 0.4081, -1.5616], [2.4222, 1.5092, -2.9182], [1.3068, 2.8299, -2.5353], [1.0265, 1.8324, -3.9600], [1.8432, 0.6852, 0.0961], [0.1652, 0.2773, 0.5400], [0.6175, 1.9700, 0.2184]],
  "mulliken_charge": [-0.77, 0.11, 0.32, -0.11, 0.50, -0.39, -0.71, 0.45, -0.78, -0.34, -0.67, -0.19, 0.29, 0.26, 0.27, 0.21, 0.24, 0.24, 0.41, 0.39, 0.45, 0.19, 0.29, 0.38, -1.02, 0.02, -1.04, -1.04, 0.09, -0.06, -1.09, -1.07, -0.68, 0.28, 0.25, 0.25, 0.35, 0.29, 0.26, 0.26, 0.29, 0.35, 0.29, 0.38, 0.26, 0.27, 0.35, 0.28, 0.24, -0.13, 0.32],
  "orbital_gap_ev": 5.1,
  "homo_energy_ev": -5.93,
  "e_above_lowest_kcal_mol": 0.00
}

{
  "formula": "C8H6BeN2O5S",
  "method": "the ωB97M-V functional and the def2-TZVPD basis",
  "symbols": ["O", "C", "Be", "O", "C", "C", "O", "C", "O", "C", "O", "S", "C", "N", "C", "C", "N", "H", "H", "H", "H", "H", "H"],
  "xyz": [[-2.3324, -2.3858, -2.5733], [-2.3312, -1.4440, -1.9268], [-0.5463, 2.0716, 1.2116], [-3.7378, 1.8392, -0.1810], [-2.6057, 1.8681, 0.2744], [-0.9791, 3.5132, 2.0268], [-1.2374, 4.4802, 2.5954], [-1.3652, 2.5160, -0.3092], [-1.1256, 2.8824, -1.4218], [-2.0696, 1.2037, 1.5264], [-2.5143, 0.3167, 2.1940], [1.2202, 1.1358, 1.2126], [1.2632, -0.3002, 0.2711], [1.0484, -1.5531, 0.7273], [1.7497, -2.5465, -0.0766], [2.2376, -1.7362, -1.2762], [1.7445, -0.3935, -0.9866], [0.7260, -1.7244, 1.6713], [1.0780, -3.3562, -0.3713], [2.5897, -2.9749, 0.4866], [1.8284, -2.1057, -2.2207], [3.3350, -1.7362, -1.3455], [2.0238, 0.4299, -1.5087]],
  "mulliken_charge": [-0.13, 0.13, 0.11, -0.26, 0.50, 0.73, -0.10, 0.42, -0.20, 0.43, -0.21, -0.19, 0.02, -0.06, -0.42, -0.42, -0.07, 0.26, 0.30, 0.29, 0.30, 0.30, 0.27],
  "charge": 2,
  "orbital_gap_ev": [5.6, 5.6],
  "homo_energy_ev": [-17.02, -17.02]
}